Record 1
ORCA calculation (ωB97M-V/def2-TZVPD) on a cluster of 2 separate species, C8H10IN2 in total in a non-equilibrium geometry.

```
21
C8H10IN2 (ωB97M-V/def2-TZVPD)
C -1.8290 0.7741 -1.5411
C -1.6558 -1.5016 -1.2343
C -0.7381 0.9449 -0.7095
C -0.4907 -1.3434 -0.4084
C 1.7120 0.9028 2.1940
C 1.8860 0.3458 1.0201
C -0.1556 2.2591 -0.1560
C 0.1619 -2.3895 0.2154
N -2.2025 -0.4603 -1.7747
N -0.0650 -0.1024 -0.2487
I 3.2769 -0.0463 -0.3323
H -2.2429 1.6329 -2.0779
H -2.1083 -2.4195 -1.6666
H 2.7356 1.1268 2.7801
H 0.6922 1.0891 2.6698
H 0.9229 2.2227 -0.1524
H -0.7004 3.0839 -0.8098
H -0.3470 2.3055 0.9733
H 0.2466 -3.3648 -0.4088
H 1.2107 -2.2459 0.5011
H -0.3097 -2.8138 1.1666
```

Properties
- spin multiplicity = 1
- energy (eV) = -19527.6571
- total charge = +1
- Kohn-Sham gap (eV) = 7.2713
- relative energy (zero: lowest compared OMol25 entry of this formula, charge and spin) (eV) = 3.580

=====

Record 2
ORCA calculation (ωB97M-V/def2-TZVPD) on a cluster of 2 separate species, C4H9O in total in a non-equilibrium geometry.

```
14
C4H9O (ωB97M-V/def2-TZVPD)
C 1.7834 2.2470 -0.3800
O 1.5701 0.9151 -0.3634
H 2.0029 2.6886 0.6205
H 0.9475 2.8591 -0.8126
H 2.6754 2.5702 -0.9926
C -2.0388 -0.9203 0.5338
C -0.6890 -0.9345 -0.1448
C 0.1639 -1.9515 -0.0705
H -2.7664 -1.4749 -0.0716
H -2.4271 0.0940 0.6039
H -1.9737 -1.3676 1.5240
H -0.2082 0.0164 -0.4431
H 1.1952 -1.8678 -0.3697
H -0.2353 -2.8738 0.3662
```

Properties
- spin multiplicity = 1
- energy (eV) = -6339.6614
- total charge = -1
- Kohn-Sham gap (eV) = 6.2544
- relative energy (zero: lowest compared OMol25 entry of this formula, charge and spin) (eV) = 1.107

=====

Record 3
ORCA calculation (ωB97M-V/def2-TZVPD) on an isolated molecule of C4H6N2O in a non-equilibrium geometry.

```
13
C4H6N2O (ωB97M-V/def2-TZVPD)
H -0.4442 3.0485 -0.6300
N -0.3103 2.1035 -0.2754
C 0.8331 1.8858 0.1941
C 1.1837 0.5467 0.7951
O 2.0300 0.4066 1.6417
N 0.8571 -0.5154 -0.2010
C -0.2600 -0.9618 0.0985
C -1.0806 -1.9832 -0.5796
H 1.6943 2.5605 0.1622
H -0.6460 -0.3840 1.0508
H -1.3656 -2.7665 0.1237
H -0.5055 -2.4167 -1.3958
H -1.9859 -1.5241 -0.9844
```

Properties
- spin multiplicity = 1
- SMILES = [H]/N=C/C(=O)/N=C/C
- energy (eV) = -9270.9901
- total charge = 0
- Kohn-Sham gap (eV) = 9.7369
- relative energy (zero: lowest compared OMol25 entry of this formula, charge and spin) (eV) = 2.512

=====

Record 4
ORCA calculation (ωB97M-V/def2-TZVPD) on a cluster of 15 separate species, C54H146Cl3N10O14 in total in a non-equilibrium geometry.

```
227
C54H146Cl3N10O14 (ωB97M-V/def2-TZVPD)
C 0.8978 5.2993 -2.7978
N 0.6591 6.7051 -2.4461
C 0.3234 7.4644 -3.6807
C -0.5021 6.8429 -1.5209
C 1.8755 7.4117 -1.7644
C 2.5505 6.7164 -0.5719
O 1.6989 6.8915 0.5245
H 0.2673 4.9214 -3.6047
H 0.6610 4.7160 -1.8657
H 1.9213 5.2534 -3.1365
H 0.8698 7.1599 -4.5849
H 0.4234 8.5169 -3.4808
H -0.7189 7.2103 -3.8992
H -1.3299 6.2521 -1.8873
H -0.8396 7.8637 -1.3827
H -0.1410 6.5602 -0.5282
H 1.4843 8.3415 -1.3812
H 2.6057 7.5255 -2.5803
H 3.5294 7.1895 -0.4857
H 2.7839 5.6861 -0.6955
H 1.7418 6.1046 1.1462
C 0.6310 6.4451 4.5455
N 0.5810 7.5276 5.5937
C -0.7827 7.8292 5.9537
C 1.3406 7.0181 6.7407
C 1.0975 8.8979 5.2024
C 2.4477 8.8787 4.5414
O 3.5568 8.6135 5.3715
H 0.0268 5.6183 4.9440
H 1.6972 6.2078 4.3933
H 0.2641 6.7113 3.5420
H -1.3306 7.6199 5.0671
H -0.9336 8.7575 6.4681
H -1.0341 7.0712 6.6452
H 2.4006 7.1471 6.6122
H 1.1077 5.9663 6.8694
H 1.1358 7.6260 7.5909
H 0.9220 9.5051 6.0909
H 0.4188 9.2628 4.4381
H 2.6220 9.8695 4.0482
H 2.5280 8.2479 3.6179
H 3.8930 9.4531 5.6939
C -2.2863 -6.1158 2.8221
N -1.9053 -4.7739 3.4844
C -2.6710 -3.7725 2.8272
C -2.1465 -4.7283 4.9411
C -0.4683 -4.3807 3.1837
C 0.6333 -5.2283 3.7592
O 0.9745 -6.3950 3.0077
H -1.3772 -6.7121 2.7198
H -2.6345 -5.8995 1.7884
H -3.0781 -6.5095 3.4290
H -2.5274 -2.7848 3.2925
H -3.7198 -4.0640 2.8024
H -2.3468 -3.7606 1.7713
H -3.0981 -5.1454 5.2247
H -2.0054 -3.6501 5.1312
H -1.3730 -5.3301 5.4069
H -0.3997 -3.3362 3.4430
H -0.4360 -4.4191 2.0866
H 0.3607 -5.3186 4.8241
H 1.4792 -4.5334 3.7464
H 1.9279 -6.4878 3.0788
C 6.0936 2.0428 3.8208
N 5.7342 3.5100 4.0014
C 4.3014 3.5164 4.5844
C 6.6746 4.1088 5.0806
C 5.9149 4.3603 2.7298
C 5.5134 3.6884 1.4294
O 5.2494 4.6992 0.4958
H 7.1099 1.8425 3.4454
H 5.4220 1.5092 3.1441
H 6.0663 1.5638 4.8221
H 3.5396 3.1417 3.8563
H 4.0633 4.5355 4.7747
H 4.3168 2.9539 5.5363
H 6.4038 5.1617 5.1976
H 7.6709 3.9947 4.6939
H 6.5235 3.5421 5.9797
H 6.9282 4.6934 2.7933
H 5.1944 5.1897 2.9584
H 4.5664 3.2021 1.6203
H 6.2935 3.0185 1.0530
H 5.8121 4.6450 -0.2607
C 2.7868 -0.2903 -6.5190
N 2.2156 0.9921 -5.9956
C 3.2938 1.7578 -5.2560
C 1.6676 1.8045 -7.0712
C 1.0724 0.6340 -5.0406
C 0.4829 1.8618 -4.1973
O -0.2662 2.6776 -5.0301
H 3.5702 -0.0607 -7.2320
H 2.0079 -0.8357 -7.0670
H 3.0507 -0.8744 -5.6714
H 2.9097 2.6833 -4.9703
H 4.1781 1.7392 -5.9140
H 3.6362 1.1290 -4.4053
H 1.2954 2.7090 -6.6114
H 0.8679 1.2618 -7.5237
H 2.4519 1.9851 -7.8007
H 1.4674 -0.1587 -4.3652
H 0.2599 0.2979 -5.7050
H 1.3337 2.3636 -3.7655
H -0.0590 1.3588 -3.4195
H -1.1213 2.9638 -4.6156
C 0.3481 0.5308 1.2214
N 1.0031 -0.0454 -0.0175
C 1.3166 1.1205 -0.9843
C 2.2884 -0.7867 0.2776
C -0.0477 -0.9203 -0.6590
C -0.5403 -2.1061 0.1197
O -1.1863 -2.9187 -0.8310
H 0.9807 1.3193 1.6141
H 0.1696 -0.2102 2.0502
H -0.5647 1.0003 0.8165
H 0.3520 1.5413 -1.2466
H 1.9740 0.7283 -1.7576
H 1.8447 1.8364 -0.3869
H 2.4658 -1.4676 -0.5654
H 2.1250 -1.3479 1.1861
H 3.0558 -0.0403 0.5386
H 0.3317 -1.2483 -1.6125
H -0.9290 -0.2721 -0.7917
H -1.2171 -1.8038 0.9140
H 0.3108 -2.6389 0.5695
H -2.1106 -2.9937 -0.6645
C -1.9465 -9.8208 -0.4158
N -2.7786 -9.9982 -1.6144
C -1.9186 -10.1416 -2.7404
C -3.5249 -11.2505 -1.3989
C -3.7677 -8.8421 -1.7665
C -3.2890 -7.4488 -2.0698
O -2.4315 -7.0178 -1.0141
H -1.4877 -8.8392 -0.2981
H -1.2121 -10.6164 -0.4430
H -2.6182 -10.0718 0.4212
H -1.2449 -10.9789 -2.5781
H -1.3388 -9.1742 -2.8316
H -2.4229 -10.2985 -3.6779
H -2.9073 -11.9607 -0.8252
H -3.7517 -11.6466 -2.4108
H -4.3898 -10.9918 -0.8225
H -4.3660 -8.9492 -0.8418
H -4.4181 -9.1860 -2.5748
H -4.1087 -6.7599 -2.1887
H -2.7255 -7.4166 -2.9861
H -2.6815 -6.0878 -0.8646
C 6.7684 -4.5657 -2.0483
N 7.1448 -4.7181 -3.5008
C 6.4861 -5.9523 -4.0857
C 6.5536 -3.6136 -4.3265
C 8.6377 -4.7782 -3.5958
C 9.1768 -4.4020 -4.9899
O 8.6123 -5.1697 -5.9964
H 5.7287 -4.3506 -2.0786
H 7.3820 -3.7907 -1.5438
H 6.8782 -5.5693 -1.6203
H 5.4364 -5.7633 -3.9502
H 6.8584 -6.8563 -3.5990
H 6.6608 -5.9996 -5.1210
H 6.9564 -2.6446 -4.0012
H 5.4533 -3.5200 -4.1472
H 6.6510 -3.8336 -5.4040
H 8.8257 -5.7368 -3.1721
H 9.0229 -4.0476 -2.8972
H 10.3225 -4.4949 -4.9212
H 8.9195 -3.3395 -5.1091
H 9.2330 -5.2296 -6.7482
C -6.1489 -0.1345 4.3112
N -5.6936 0.1275 2.9160
C -5.2117 -1.1435 2.2932
C -6.8793 0.6167 2.2175
C -4.5529 1.0635 2.9624
C -3.6281 1.0690 1.7159
O -4.2256 1.4429 0.4700
H -6.2174 0.8632 4.8087
H -5.3883 -0.6055 4.9076
H -7.1067 -0.6674 4.2420
H -4.3103 -1.3789 2.8820
H -5.0222 -0.9329 1.2780
H -5.9060 -1.9462 2.4502
H -7.2146 1.5209 2.7595
H -7.6340 -0.0830 1.9560
H -6.5911 0.8877 1.2210
H -3.9181 0.7640 3.8717
H -4.9430 2.1276 3.0679
H -3.0194 0.1639 1.5681
H -2.8592 1.8217 1.9125
H -3.4914 1.4011 -0.1971
C -6.2286 -0.7550 -1.3733
N -6.7666 -0.7093 -2.7555
C -8.0822 0.0066 -2.8075
C -5.8258 0.0435 -3.6149
C -6.8764 -2.1241 -3.3052
C -7.8579 -3.0980 -2.6184
O -7.5554 -4.4006 -3.1512
H -5.4122 -1.4892 -1.3316
H -7.0695 -1.0380 -0.7375
H -5.7985 0.2443 -1.0277
H -8.7766 -0.4230 -2.0748
H -8.6449 -0.1557 -3.7349
H -7.9261 1.0624 -2.6578
H -6.1623 -0.1119 -4.5909
H -4.8041 -0.4387 -3.3793
H -5.8559 1.0720 -3.3287
H -5.8445 -2.5597 -3.2068
H -7.1442 -2.0859 -4.3208
H -8.8797 -2.7359 -2.6950
H -7.5578 -3.1283 -1.5425
H -8.3099 -4.9127 -3.4766
C -2.9201 3.8878 -0.7198
C -2.0305 2.8341 -1.4115
O -1.1023 3.2319 -2.1564
O -2.2614 1.6217 -1.1576
H -2.3257 4.5714 -0.0632
H -3.7418 3.4446 -0.1444
H -3.1988 4.6651 -1.4639
C -1.1614 0.8415 4.4055
C -1.3776 -0.6530 4.0907
O -2.5571 -1.0779 4.2071
O -0.3513 -1.2692 3.6906
H -1.8040 1.5266 3.7926
H -0.1988 1.1699 4.1270
H -1.3444 0.9604 5.4823
Cl 1.7406 4.1805 2.1430
Cl 3.1984 -1.5433 -3.2156
Cl -4.3194 -3.5158 -0.1794
```

Properties
- spin multiplicity = 1
- energy (eV) = -139452.2148
- total charge = +5
- Kohn-Sham gap (eV) = 8.7087